53
Properties=species:S:1:pos:R:3:forces:R:3 method="wB97M-V/def2-TZVPD" homo_lumo_gap_ev=10.25 smiles=COCCCCCCCC[C@H]1C[C@H](C)[C@H](CCC(F)(F)F)O1 e_tot_ha=-1116.39820 charge=0 relative_energy_kcal_mol=0.0 homo_ev=-9.67 lumo_energy_ev=0.578
C -2.69065 0.10485 3.07534 -0.5 -0.3 -0.3
O -3.64530 1.10947 3.33460 0.0 0.3 0.4
C -3.41589 2.30101 2.61470 0.0 0.4 -0.3
C -3.84324 2.23287 1.13926 0.7 -0.9 0.1
C -2.66843 1.82021 0.21980 -1.3 0.6 -0.4
C -2.74454 2.41243 -1.19050 1.1 0.2 0.1
C -1.77721 1.70146 -2.16743 -0.9 0.1 0.4
C -0.44431 1.37136 -1.52226 0.3 0.3 -0.9
C 0.64929 0.92472 -2.50700 0.3 0.0 0.8
C 2.03769 1.10129 -1.83875 -1.2 -0.8 -0.3
C 2.83968 -0.20258 -1.73599 2.1 1.6 1.5
C 3.79481 -0.02305 -0.52655 -0.6 1.4 0.7
C 3.02915 -0.60917 0.68431 0.9 -1.4 -0.8
C 4.05021 -1.41987 1.50801 -0.7 0.1 -0.1
C 1.89783 -1.41167 -0.00642 -0.8 0.8 0.5
C 1.61569 -2.78725 0.56155 0.0 -0.4 -0.1
C 0.17285 -3.26236 0.37147 0.5 0.9 0.1
C -0.15933 -3.67697 -1.03329 -0.9 -0.6 1.5
F 0.71533 -4.55103 -1.49214 0.9 -0.5 -0.7
F -0.28804 -2.67836 -1.86845 0.2 1.0 -1.0
F -1.35112 -4.30629 -1.03151 -0.7 -0.4 0.0
O 2.11758 -1.34486 -1.39589 0.0 -1.2 -1.0
H -1.68348 0.49685 2.92453 0.1 0.2 0.0
H -3.00288 -0.46298 2.19630 0.2 -0.1 -0.2
H -2.67989 -0.58958 3.90860 0.0 0.0 0.2
H -2.35331 2.54185 2.71322 0.2 0.1 -0.2
H -3.93489 3.12972 3.08657 -0.4 -0.2 0.4
H -4.35163 3.13478 0.81015 0.2 0.3 0.0
H -4.57414 1.42748 1.09591 -0.4 0.1 -0.1
H -1.75373 2.17576 0.67720 0.4 -0.3 0.1
H -2.68970 0.73783 0.12237 0.4 -0.2 0.2
H -2.38166 3.44060 -1.12928 -0.2 0.3 0.1
H -3.75692 2.45620 -1.58332 -0.1 -0.2 0.0
H -1.59053 2.37394 -3.00303 0.0 0.0 -0.2
H -2.30813 0.82923 -2.55263 0.3 -0.3 -0.1
H -0.52501 0.59857 -0.76725 -0.1 -0.1 0.3
H -0.09419 2.28749 -1.04536 0.0 0.1 0.3
H 0.49507 -0.13564 -2.68595 0.0 -0.1 -0.4
H 0.60788 1.47381 -3.44317 -0.2 0.0 -0.1
H 2.60238 1.89409 -2.31693 0.3 -0.1 -0.2
H 1.87094 1.43825 -0.81771 -0.1 0.1 0.2
H 3.51030 -0.33597 -2.57944 -0.6 -0.6 -0.6
H 3.95576 1.01848 -0.23829 0.0 0.3 -0.6
H 4.80800 -0.38108 -0.66892 -0.1 -0.8 0.0
H 2.52019 0.10776 1.31448 0.3 0.6 0.0
H 4.13825 -2.42573 1.11281 0.1 -0.2 0.0
H 5.02547 -0.96430 1.40922 0.2 0.2 0.2
H 3.78047 -1.46719 2.55672 0.0 -0.2 0.2
H 0.94593 -0.87764 0.14222 0.1 0.3 0.3
H 1.75601 -2.69641 1.63599 0.1 0.0 0.2
H 2.32120 -3.54713 0.23262 0.1 0.0 -0.2
H -0.46940 -2.42614 0.64232 -0.3 0.0 -0.1
H -0.08042 -4.05913 1.05717 0.1 -0.4 -0.1

---

58
Properties=species:S:1:pos:R:3:forces:R:3 method="wB97M-V/def2-TZVPD" homo_lumo_gap_ev=8.91 smiles="CCCOC[C@@]1(S)CNC(=O)[C@@]1(CCCP(=O)(OCC)OCC)CC(=O)I" e_tot_ha=-2209.45573 charge=0 homo_ev=-9.53 lumo_energy_ev=-0.622
C 3.07568 -3.30972 -0.98851 0.4 0.2 0.0
C 2.06827 -4.01828 -2.07710 0.5 -0.6 0.2
C 0.53726 -4.28961 -1.46506 1.0 -1.3 -0.5
O -0.41997 -3.22231 -1.80124 0.7 0.0 2.0
C -0.71941 -2.39122 -0.58818 -0.3 -0.7 -0.2
C -1.42105 -0.99001 -1.06965 -1.9 -0.6 -0.3
S -0.12912 -0.13317 -2.18700 0.1 1.1 1.4
C -2.69490 -1.09366 -2.14816 2.8 1.0 -1.2
N -3.05266 0.39655 -2.24783 0.6 0.3 3.0
C -2.77100 1.12112 -0.94907 -1.4 3.7 -1.7
O -3.02303 2.42089 -0.77522 1.9 -7.8 -0.8
C -2.20166 -0.04697 0.05017 2.2 -0.2 0.7
C -1.05633 0.30226 1.16960 0.4 0.0 0.6
C -1.44181 1.51005 2.20855 -1.0 0.4 0.1
C -0.83360 2.98234 1.82436 -0.8 -0.6 1.1
P 1.07208 3.08685 1.76482 2.5 6.7 -1.0
O 1.42277 4.65633 1.63884 -1.4 -5.8 0.8
O 1.70482 2.37753 0.26545 -1.2 1.3 2.4
C 2.13142 3.43784 -0.66147 1.0 0.6 -2.3
C 2.50368 2.69487 -2.10421 -0.7 -0.2 0.0
O 1.89145 2.53181 3.19586 -2.0 -1.5 -3.4
C 2.00337 1.06743 3.25443 1.4 -1.9 1.5
C 3.20363 0.42375 2.33584 -1.3 -0.3 -1.2
C -3.38867 -0.79834 0.89880 -0.8 -0.4 -0.7
C -4.79319 -0.00275 0.55682 -0.7 5.8 5.5
O -5.07711 1.09856 1.30637 1.9 -7.4 -5.1
I -6.25692 -0.57430 -0.97020 1.0 0.2 1.0
H 4.14498 -3.83833 -0.94185 -2.4 1.1 -0.2
H 3.28043 -2.16493 -1.23838 -0.6 -2.5 0.7
H 2.60242 -3.43048 0.07651 1.0 0.4 -1.9
H 2.55454 -5.07683 -2.33474 -1.3 2.2 0.6
H 2.04192 -3.43542 -3.10850 -0.2 -1.1 2.3
H 0.20061 -5.32258 -1.95425 0.3 2.4 0.9
H 0.57165 -4.50765 -0.29235 0.0 0.7 -2.4
H 0.31271 -2.25754 -0.03688 -2.3 0.2 -0.9
H -1.46423 -3.05252 0.05379 1.4 1.6 -1.0
H -0.04556 1.23127 -1.76656 -0.4 -1.8 -0.1
H -3.56774 -1.82856 -1.88803 1.7 1.6 -0.5
H -2.08691 -1.26238 -3.15765 -2.1 -0.5 2.0
H -2.78680 0.87993 -3.13476 -0.5 -0.5 1.4
H 0.00093 0.43752 0.64229 -2.3 0.0 1.1
H -0.93451 -0.68077 1.83612 -0.4 1.9 -1.6
H -2.62866 1.63728 2.23179 2.5 -0.3 -0.2
H -1.15278 1.24528 3.33613 -0.4 0.5 -2.6
H -1.18514 3.72281 2.69229 1.2 -1.5 -1.9
H -1.23821 3.44682 0.82872 0.9 -1.2 1.7
H 3.11632 3.96304 -0.28128 -2.4 -0.9 -0.5
H 1.26991 4.21278 -0.93331 2.0 -1.6 1.2
H 2.30258 1.53271 -1.99280 0.6 2.4 -0.3
H 3.61058 2.89900 -2.44256 -2.2 -0.5 0.8
H 1.76647 3.09540 -2.95285 1.7 -0.9 1.8
H 1.01746 0.48018 3.02672 1.6 1.4 0.3
H 2.28266 0.80387 4.38496 -0.8 0.8 -2.4
H 3.55951 -0.56817 2.84547 -0.4 2.1 -0.9
H 2.69504 0.10951 1.30242 1.3 0.7 2.1
H 4.06086 1.17006 2.05197 -1.6 -1.5 1.0
H -3.17721 -0.71988 2.05149 -0.6 0.2 -2.4
H -3.45787 -1.95925 0.65904 0.0 2.6 0.2

---

52
Properties=species:S:1:pos:R:3:forces:R:3 method="wB97M-V/def2-TZVPD" homo_lumo_gap_ev=5.69 e_tot_ha=-2408.92652 charge=+2 relative_energy_kcal_mol=104.9 homo_ev=-13.41 lumo_energy_ev=-7.727
C 1.27382 2.06752 -1.77136 2.8 -1.6 2.5
H 2.19979 2.44426 -1.33743 0.3 0.2 -0.9
H 1.32979 1.14585 -2.36039 0.0 1.2 -0.9
H 1.79933 1.06901 0.77246 1.2 1.1 0.9
C 0.08619 2.92841 -1.51017 0.3 0.8 -1.2
H -0.81871 2.38444 -1.85488 -0.3 0.6 0.0
H -0.05835 3.29717 -0.44635 0.1 -0.4 -0.7
C 0.44020 4.14820 -2.43339 -1.7 0.0 -0.1
H -0.46196 4.78086 -2.49337 0.6 0.2 -0.2
H 1.30337 4.68875 -2.01925 -0.4 -0.2 -0.1
H 0.69774 3.75450 -3.44321 -0.2 0.4 0.8
C -0.87172 -1.66586 -0.60644 0.3 0.6 -0.4
C -1.51657 -0.80856 -1.55118 0.8 -0.4 -0.1
C -0.55581 -0.46634 -2.55531 0.4 -0.5 0.7
C 0.69069 -1.08862 -2.20608 -0.8 0.0 0.4
C 0.49098 -1.82658 -0.99980 -0.4 0.4 -0.6
C 1.44612 -2.79927 -0.41923 0.4 -0.4 0.4
C 1.91625 -1.11076 -3.04282 0.5 0.0 -0.4
C -0.81346 0.26407 -3.82277 -0.2 0.5 -0.5
C -2.96340 -0.47864 -1.57813 -0.6 0.3 0.2
C -1.52840 -2.41931 0.48942 -0.4 -0.3 0.8
Lu 0.29862 0.68589 -0.45638 -3.6 -1.7 -1.3
H 2.79505 -1.37511 -2.44287 -0.1 0.1 -0.3
H 1.82689 -1.85247 -3.85296 0.0 0.2 0.3
H 2.11444 -0.14177 -3.51830 0.0 -0.2 0.0
H 2.45555 -2.64656 -0.81013 -0.1 -0.1 0.1
H 1.50304 -2.70141 0.67221 0.0 -0.2 -0.1
H 1.16212 -3.84196 -0.63984 0.0 0.4 0.1
H -2.45392 -1.92847 0.82100 0.1 -0.2 -0.1
H -1.79882 -3.45651 0.20795 0.2 0.5 0.0
H -0.87317 -2.49793 1.37093 -0.1 -0.1 -0.1
H -3.14169 0.44682 -2.13333 -0.1 -0.1 0.0
H -3.58776 -1.26450 -2.03851 0.4 0.2 0.2
H -3.33856 -0.32155 -0.55953 -0.1 -0.1 -0.2
H -0.01276 0.98140 -4.05453 -0.2 -0.2 0.0
H -0.87965 -0.42744 -4.67982 0.0 0.2 0.3
H -1.76005 0.82035 -3.77895 0.3 -0.1 -0.1
S 2.06682 -0.07094 1.44540 0.5 -0.8 0.1
C 0.92682 0.05327 2.78359 -0.5 -0.3 2.2
N -0.41352 0.18623 2.70343 0.3 -0.8 -1.5
C -1.25112 -0.19953 3.86932 0.3 0.0 0.1
C -0.58588 0.35951 5.10514 -0.3 0.0 0.2
C 0.80823 -0.19587 5.26025 0.0 -0.1 0.4
N 1.49748 -0.13149 3.97720 0.6 0.1 -2.2
H -0.86404 -0.10141 1.80953 0.6 0.2 0.8
H -1.32173 -1.29824 3.91868 0.0 0.3 -0.1
H -2.24085 0.20994 3.70371 -0.1 0.1 0.0
H -1.17279 0.08596 5.97324 -0.1 0.0 0.2
H -0.55085 1.44179 5.04579 -0.1 0.2 0.0
H 0.78740 -1.23821 5.58682 0.1 0.1 0.0
H 1.40395 0.38753 5.97073 -0.2 -0.2 -0.1
H 2.51491 -0.27643 3.92990 -0.6 0.3 0.4

---

51
Properties=species:S:1:pos:R:3:forces:R:3 method="wB97M-V/def2-TZVPD" homo_lumo_gap_ev=8.35 smiles="CC(C)C[C@@H]1CCCC[C@H]1OC(=O)CN1CCCCC1" e_tot_ha=-870.97164 charge=0 relative_energy_kcal_mol=412.1 homo_ev=-7.50 lumo_energy_ev=0.853
C -2.33706 2.01302 -1.39329 2.3 2.9 -8.5
C -1.86974 1.91273 -0.15993 2.7 -5.3 11.2
C -2.73516 2.62506 1.05479 10.1 0.4 -0.2
C -0.35286 2.02577 0.10083 0.7 4.0 -2.9
C 0.19641 1.72660 1.35562 2.0 -6.5 9.2
C 0.62052 2.71728 2.44043 -2.8 6.5 -7.1
C 1.20500 2.44350 3.67784 -5.4 -10.2 -0.5
C 2.31941 1.55238 3.66795 2.0 2.4 -9.9
C 1.97353 0.37486 2.61386 5.3 -0.9 7.2
C 1.48111 0.80292 1.37559 1.9 2.4 -5.2
O 1.39374 -0.39381 0.53906 7.3 9.1 -3.1
C 0.64865 -1.23376 0.69175 -11.9 -13.2 9.1
O -0.15532 -1.42168 1.87788 3.6 1.4 -6.3
C 0.75551 -2.52323 -0.23223 -4.1 0.1 1.6
N 0.78469 -2.00453 -1.49096 3.0 1.4 -5.6
C 1.66657 -2.84144 -2.68534 -9.6 -5.6 10.3
C 0.39260 -4.02092 -3.09791 1.1 1.0 0.1
C -1.00800 -3.19773 -3.69963 6.2 -4.0 1.8
C -1.29717 -2.38970 -2.59190 -4.9 7.0 -2.4
C -0.44556 -1.29017 -2.06315 7.0 -4.3 -6.1
H -2.15500 3.05250 -1.72638 -0.7 0.2 -0.2
H -3.26354 1.72070 -1.62810 -3.9 -0.8 -0.3
H -1.72958 1.51423 -2.20824 -0.2 -0.1 1.1
H -1.94047 0.67885 0.17256 -0.3 2.9 -0.6
H -2.64063 3.67251 1.00859 0.5 1.7 -0.3
H -3.60937 2.46485 0.81361 -9.0 -2.3 -1.4
H -2.31668 2.36138 2.03077 -0.7 -0.6 -0.3
H 0.34476 1.41471 -0.51951 -1.3 0.7 -0.9
H 0.01808 3.16630 0.04593 -0.9 -1.9 -0.9
H -0.40899 0.97132 2.16623 0.4 1.5 -2.7
H -0.48429 3.34001 2.42142 3.4 -0.8 0.9
H 1.43940 3.42623 1.85274 -1.9 -1.0 1.1
H 1.28288 3.17070 4.22401 0.9 8.1 5.8
H 0.27875 1.72431 4.19632 2.1 1.8 -0.6
H 2.67990 1.30881 4.51779 2.2 -2.3 5.8
H 3.27936 2.26132 3.14412 -2.3 -2.0 1.2
H 2.97403 -0.29224 2.76649 -2.0 1.4 -1.8
H 1.36866 -0.23484 3.22926 -1.6 -0.6 -0.1
H 2.41910 1.32564 0.72922 -2.5 -0.8 1.8
H 1.65669 -3.03758 0.13095 -0.4 -0.2 -0.4
H -0.33344 -3.20323 -0.15054 3.1 1.4 0.9
H 2.12525 -3.49423 -2.01137 2.5 -0.3 -0.1
H 1.72018 -2.33123 -3.45118 2.1 5.1 -7.2
H 0.22755 -4.71643 -2.11053 0.2 1.8 -2.6
H 0.94576 -4.54555 -3.89870 -0.7 -0.5 0.4
H -1.69652 -3.94236 -3.93423 -1.4 -1.0 -0.4
H -0.63833 -2.69111 -4.53038 0.3 1.0 -1.6
H -1.74854 -2.74339 -1.79684 -2.0 -3.1 3.9
H -2.26319 -1.80442 -3.03429 1.4 -0.5 1.1
H -0.82712 -0.67933 -1.40064 -2.2 3.1 3.3
H 0.05848 -0.73560 -3.03035 -1.5 -0.6 2.4